This record from OMol25 describes a structure of composition C20H27N3O4PPtS. The level of theory is ωB97M-V/def2-TZVPD.

```
57
Properties=species:S:1:pos:R:3:nbo_charge:R:1
Pt -1.130 -0.134 0.584 0.39
O -3.016 -1.365 0.618 -0.64
N -3.999 -0.861 -0.098 0.01
C -4.907 -1.720 -0.615 0.02
C -5.991 -1.281 -1.324 -0.28
C -6.162 0.088 -1.534 -0.18
C -5.213 0.952 -1.035 -0.23
C -4.106 0.483 -0.318 0.02
S -2.902 1.560 0.280 -0.26
H -4.703 -2.758 -0.406 0.23
H -6.697 -2.003 -1.711 0.23
H -7.016 0.466 -2.079 0.22
H -5.285 2.019 -1.184 0.23
N -0.220 -2.068 1.844 -0.83
C 0.955 -2.426 1.146 0.18
C 2.091 -2.865 1.785 -0.25
C 3.238 -3.187 1.048 -0.19
C 3.244 -3.099 -0.319 -0.24
C 2.103 -2.639 -1.008 0.00
C 2.037 -2.497 -2.405 -0.15
C 0.889 -2.004 -2.975 -0.27
C -0.177 -1.621 -2.161 0.05
N -0.147 -1.723 -0.845 -0.47
C 0.956 -2.263 -0.260 0.11
H -0.120 -2.169 2.844 0.39
H -1.025 -2.596 1.523 0.41
H 2.085 -2.966 2.864 0.21
H 4.129 -3.519 1.565 0.22
H 4.132 -3.360 -0.882 0.21
H 2.884 -2.774 -3.020 0.21
H 0.805 -1.898 -4.049 0.22
H -1.088 -1.207 -2.577 0.20
C 4.517 0.709 -0.138 -0.62
C 3.403 1.358 0.655 -0.07
O 2.218 0.543 0.539 -0.84
P 0.767 1.196 0.689 1.80
O 0.795 2.366 -0.430 -0.84
C 0.262 2.147 -1.743 -0.07
C -0.015 3.496 -2.369 -0.62
O 1.011 2.107 1.990 -0.84
C -0.089 2.532 2.806 -0.07
C 0.298 2.384 4.263 -0.62
H 5.460 1.217 0.063 0.21
H 4.306 0.758 -1.207 0.21
H 4.606 -0.338 0.150 0.22
H 3.189 2.362 0.285 0.19
H 3.664 1.428 1.712 0.18
H -0.656 1.561 -1.665 0.21
H 0.985 1.577 -2.337 0.16
H -0.694 4.061 -1.731 0.22
H -0.477 3.365 -3.348 0.21
H 0.908 4.065 -2.485 0.21
H -0.973 1.932 2.573 0.21
H -0.311 3.574 2.564 0.18
H 0.562 1.347 4.473 0.21
H -0.537 2.674 4.902 0.21
H 1.158 3.013 4.492 0.21
```

The calculation puts the energy above the lowest of the compared OMol25 structures with the same formula, charge and spin at 16.2 kcal/mol. The HOMO-LUMO gap (alpha / beta) is 0.2036 / 0.2355 hartree. Its spin multiplicity is 2. Its total charge is 0. The value obtained for the LUMO energy (alpha / beta) is 0.003 / 0.001 hartree. Its expectation value of S² is 0.76. Its total energy is -2102.4339 Eh.